Density functional theory data (the ωB97M-V functional and the def2-TZVPD basis) for a molecular structure, C40H33BiCl3GeN14O5S2 at a distorted geometry.

Output
Relative energy (zero: lowest compared OMol25 entry of this formula, charge and spin) ... 0.0 kJ/mol
HOMO level (alpha / beta) ... -6.519 / -8.463 eV
Orbital gap (alpha / beta) ... 6.31 / 7.95 eV
Multiplicity ... 2

The geometry in XYZ format:
```
99
Properties=species:S:1:pos:R:3:forces:R:3
Bi -0.4443 -0.2111 -0.1196 -0.84 -0.14 0.05
N -1.4999 3.0652 3.5911 0.00 -0.04 -0.03
C -2.4888 2.1508 3.9104 -0.03 0.00 -0.01
C -3.4809 2.1320 4.8841 0.00 0.00 0.01
C -4.3198 1.0321 4.8938 0.01 0.01 -0.01
C -4.1807 -0.0089 3.9620 0.01 0.02 0.00
C -3.1935 0.0181 2.9953 0.00 -0.01 0.03
C -2.3332 1.1146 2.9818 0.02 -0.01 0.00
N -1.2753 1.3980 2.1346 0.08 0.03 0.01
C -0.8210 2.5638 2.5143 -0.07 -0.06 0.02
C 0.2642 3.2598 1.8326 0.03 0.02 -0.05
C 0.8062 4.4782 2.1181 0.02 -0.06 0.00
S 2.0136 4.8387 0.9658 -0.01 0.04 -0.01
C 1.7074 3.3439 0.1762 -0.03 -0.04 -0.03
N 0.7828 2.6288 0.7342 0.04 -0.03 0.05
H -1.3449 3.9590 4.0214 -0.01 0.01 0.00
H -3.6004 2.9365 5.5980 0.00 0.00 0.00
H -5.1066 0.9747 5.6343 0.00 0.00 0.00
H -4.8629 -0.8476 4.0056 0.00 0.00 0.00
H -3.0858 -0.7729 2.2635 0.01 -0.01 0.01
H 0.5693 5.1636 2.9155 -0.01 -0.01 0.01
H 2.2342 3.0411 -0.7235 0.02 0.02 0.05
C 0.1247 -1.2690 6.2785 -0.02 -0.08 0.01
N -0.1062 -1.5309 4.8731 -0.06 -0.02 0.04
C 0.2469 -0.8095 3.8033 -0.05 0.02 0.00
N -0.1298 -1.4203 2.7000 0.17 0.07 0.04
C -0.7145 -2.5517 3.1651 -0.04 -0.01 -0.01
N -0.7274 -2.6620 4.4751 0.06 0.00 0.00
C 1.5660 -1.4450 6.7012 0.01 0.05 -0.01
C 1.9875 -0.8703 7.8949 -0.01 -0.02 0.01
C 3.2852 -1.0548 8.3476 -0.01 0.02 0.00
C 4.1815 -1.8004 7.6022 -0.01 -0.02 0.00
C 3.7691 -2.3629 6.3981 -0.01 0.03 0.02
C 2.4628 -2.1908 5.9501 0.01 0.02 -0.04
C 4.7358 -3.1390 5.6244 0.10 0.07 0.03
N 5.8287 -3.6737 6.0440 -0.07 -0.12 -0.01
N 6.4075 -4.2955 4.9476 0.01 0.10 -0.01
C 5.6276 -4.0715 3.9478 0.05 -0.05 0.03
O 4.5379 -3.3414 4.2980 -0.05 -0.02 -0.02
C 5.8099 -4.4867 2.5592 -0.01 -0.03 -0.03
C 6.7333 -5.4891 2.2709 0.01 0.03 0.00
C 6.9247 -5.8787 0.9582 -0.01 -0.01 -0.01
C 6.2031 -5.2749 -0.0633 0.01 0.02 0.01
C 5.2922 -4.2667 0.2186 -0.03 -0.03 -0.02
C 4.5565 -3.5830 -0.9108 0.02 0.03 -0.01
N 3.1899 -3.2470 -0.5638 -0.05 -0.01 -0.05
C 2.6901 -2.0701 -0.1852 -0.01 0.04 -0.12
N 1.4134 -2.2083 0.1156 -0.18 0.36 -0.07
C 1.1785 -3.5281 -0.1008 0.02 0.01 -0.14
N 2.2288 -4.1941 -0.5209 0.05 0.00 0.15
C 5.0929 -3.8787 1.5362 -0.02 -0.01 0.02
H -0.5132 -1.9749 6.8100 0.00 0.02 0.01
H -0.2255 -0.2637 6.5161 0.03 0.02 -0.01
H 0.7580 0.1386 3.8696 -0.02 -0.01 0.00
H -1.1491 -3.3035 2.5259 -0.01 0.01 0.00
H 1.2930 -0.2749 8.4767 0.00 0.00 0.01
H 3.6016 -0.6039 9.2786 0.00 0.00 0.00
H 5.2008 -1.9483 7.9313 0.00 0.00 0.01
H 2.1536 -2.6440 5.0162 -0.01 -0.01 0.01
H 7.2828 -5.9493 3.0804 0.00 0.00 -0.01
H 7.6310 -6.6646 0.7267 0.00 0.00 0.00
H 6.3475 -5.5942 -1.0886 0.01 0.00 0.00
H 4.5257 -4.2201 -1.7928 0.00 0.00 0.00
H 5.0508 -2.6501 -1.1884 0.00 0.00 -0.01
H 3.2585 -1.1525 -0.1787 -0.01 0.01 0.01
H 0.2104 -3.9892 0.0111 0.00 0.00 0.02
H 4.3737 -3.1056 1.7786 0.01 0.01 0.00
O 5.4749 1.3008 -3.2810 0.02 0.00 0.00
S 4.1696 1.5452 -3.8380 -0.13 -0.04 -0.01
O 4.0734 2.4325 -4.9629 0.04 0.00 0.00
N 3.1100 1.9418 -2.6730 0.03 -0.05 -0.02
C 2.2154 0.9878 -2.4759 0.05 -0.11 0.20
O 1.3412 1.0217 -1.5778 0.22 -0.07 -0.26
C 2.3595 -0.2000 -3.3897 -0.04 0.30 0.26
C 1.6186 -1.3626 -3.4411 -0.50 -0.77 0.14
C 1.9772 -2.3239 -4.3923 -0.31 -0.09 0.20
C 3.0473 -2.1274 -5.2465 0.15 0.17 -0.06
C 3.8095 -0.9601 -5.1843 -0.01 -0.14 -0.05
C 3.4321 -0.0307 -4.2469 -0.05 0.11 0.08
H 0.1909 -2.4909 -2.6831 0.20 0.12 -0.23
H 1.3816 -3.2282 -4.4627 0.05 -0.02 0.00
H 3.2919 -2.8882 -5.9762 -0.03 -0.02 0.01
H 4.6517 -0.7958 -5.8420 0.00 0.01 0.01
C -5.9179 1.2296 0.3497 -0.04 -0.04 -0.01
N -4.9818 1.6967 -0.6727 0.01 0.04 0.02
C -5.4848 1.8087 -2.0452 0.05 -0.01 -0.01
C -3.7149 1.3871 -0.5102 -0.12 0.01 -0.08
N -2.5931 1.1565 -0.3616 0.24 -0.02 0.05
H -6.7918 1.8792 0.3393 0.01 0.02 0.00
H -5.4441 1.2835 1.3278 0.00 0.00 0.00
H -6.2281 0.2002 0.1534 0.01 0.01 0.00
H -6.3354 2.4883 -2.0421 0.00 0.00 0.00
H -5.7828 0.8336 -2.4332 -0.02 -0.02 0.01
H -4.7031 2.2175 -2.6811 -0.01 0.00 0.00
O 0.5644 -1.5970 -2.5685 0.80 0.33 -0.53
Cl -1.8100 -3.4936 -2.5538 -0.01 -0.04 -0.03
Ge -2.2585 -1.3338 -2.1202 0.35 0.11 0.39
Cl -2.5137 -0.4924 -4.1207 -0.06 0.00 -0.03
Cl -4.3675 -1.6020 -1.4720 -0.07 0.03 0.02
```
Positions in Å, forces in eV/Å.

These are the Mulliken partial charges, in e, on atoms 1 to 2:
1 Bi 1.6934
2 N -0.0342